{
  "formula": "C3H8N2O",
  "method": "ωB97M-V/def2-TZVPD",
  "lumo_ev": 0.845,
  "smiles": "C[C@H](N)C(N)=O",
  "de_lowest_kj_mol": 157.62,
  "total_energy_ha": -303.83209,
  "homo_lumo_gap_ha": 0.3892,
  "total_charge": 0,
  "species": ["C", "C", "N", "C", "N", "O", "H", "H", "H", "H", "H", "H", "H", "H"],
  "xyz": [[-0.45, -1.22, -1.10], [-0.19, 0.13, -0.34], [1.15, 0.63, -0.74], [-0.60, 0.19, 1.17], [0.23, 1.05, 1.82], [-1.43, -0.55, 1.68], [0.28, -2.02, -0.72], [-1.56, -1.59, -0.90], [-0.26, -0.99, -2.17], [-0.97, 0.96, -0.69], [1.87, -0.12, -0.46], [1.45, 0.41, -1.74], [0.12, 1.10, 2.82], [0.36, 2.03, 1.40]],
  "lowdin_charge": [-0.086, -0.394, -0.030, -0.526, 0.126, 0.046, 0.090, 0.110, 0.068, 0.168, 0.099, 0.085, 0.094, 0.150]
}


{
  "formula": "C3H8N2O",
  "method": "ωB97M-V/def2-TZVPD",
  "lumo_ev": 0.957,
  "smiles": "[H]/N=C/N.CC=O",
  "de_lowest_kj_mol": 209.12,
  "total_energy_ha": -303.81248,
  "homo_lumo_gap_ha": 0.3817,
  "total_charge": 0,
  "species": ["H", "N", "C", "N", "H", "H", "H", "C", "C", "O", "H", "H", "H", "H"],
  "xyz": [[0.64, 3.26, -0.81], [0.06, 2.58, -0.32], [-0.36, 1.68, -1.12], [-1.50, 0.92, -0.79], [-0.01, 1.59, -2.15], [-1.35, -0.07, -0.90], [-1.96, 1.56, -0.18], [0.79, -1.36, 1.47], [0.45, -2.04, 0.15], [-0.68, -2.10, -0.25], [0.93, -0.29, 1.32], [1.69, -1.84, 1.86], [-0.02, -1.55, 2.19], [1.32, -2.33, -0.47]],
  "lowdin_charge": [0.036, 0.049, -0.398, 0.072, 0.109, 0.045, 0.079, -0.047, -0.304, 0.017, 0.076, 0.071, 0.081, 0.114]
}


{
  "formula": "C3H8N2O",
  "method": "ωB97M-V/def2-TZVPD",
  "lumo_ev": 0.899,
  "smiles": "C=NOCCN",
  "de_lowest_kj_mol": 555.44,
  "total_energy_ha": -303.68057,
  "homo_lumo_gap_ha": 0.3714,
  "total_charge": 0,
  "species": ["C", "N", "O", "C", "C", "N", "H", "H", "H", "H", "H", "H", "H", "H"],
  "xyz": [[1.15, 1.41, 2.25], [0.04, 1.56, 1.58], [-0.12, 0.51, 0.69], [-1.08, 0.22, -0.36], [-0.69, -0.89, -1.20], [0.74, -0.62, -1.77], [1.79, 0.35, 2.25], [1.43, 2.21, 2.89], [-1.87, -0.16, 0.30], [-1.45, 1.14, -0.75], [-0.66, -1.95, -0.67], [-1.59, -1.12, -1.92], [0.93, -1.63, -2.32], [1.40, -1.03, -0.97]],
  "lowdin_charge": [-0.045, -0.026, -0.230, -0.238, -0.291, -0.056, 0.135, 0.039, 0.118, 0.116, 0.133, 0.143, 0.113, 0.088]
}


{
  "formula": "C3H8N2O",
  "method": "ωB97M-V/def2-TZVPD",
  "lumo_ev": 0.878,
  "smiles": "[H]/N=C/N.C=CO",
  "de_lowest_kj_mol": 218.71,
  "total_energy_ha": -303.80883,
  "homo_lumo_gap_ha": 0.3506,
  "total_charge": 0,
  "species": ["H", "N", "C", "N", "H", "H", "H", "C", "C", "O", "H", "H", "H", "H"],
  "xyz": [[-1.22, -0.10, 2.60], [-0.38, 0.11, 2.08], [-0.24, 1.38, 1.85], [0.86, 1.80, 1.18], [-1.13, 2.04, 1.83], [1.59, 1.11, 1.11], [0.79, 2.37, 0.36], [0.07, -1.40, -2.58], [-0.08, -1.47, -1.27], [0.57, -0.73, -0.36], [-0.57, -1.98, -3.21], [0.65, -0.67, -3.13], [-0.95, -2.01, -0.88], [0.05, -0.44, 0.42]],
  "lowdin_charge": [0.047, 0.038, -0.342, 0.079, 0.130, 0.096, 0.100, -0.009, -0.309, -0.054, 0.041, 0.050, 0.112, 0.021]
}